Entry from OMol25: C43H32N5O4PdSi as an isolated structure (ωB97M-V/def2-TZVPD).

max |F| = 0.9 eV/Å
relative energy (zero: lowest compared OMol25 entry of this formula, charge and spin) = 0.0 kcal/mol
E_tot = -2649.991196 Ha
orbital gap = 6.1 eV

```
! wB97M-V def2-TZVPD RIJCOSX def2/J DEFGRID3
* xyz -1 1
Pd -1.09620 0.66087 1.91184
C -0.49170 2.15590 5.84094
C -0.62595 1.04569 6.66462
C -0.89184 -0.19210 6.10853
C -1.03023 -0.34051 4.72534
C -0.91077 0.78866 3.88697
C -0.63373 2.02454 4.46474
C -1.28497 -1.65441 4.09964
C -1.21048 -2.89524 4.78655
C -1.43029 -4.05992 4.11318
C -1.75178 -4.02515 2.73588
C -2.01852 -5.17215 1.95797
C -2.32832 -5.04839 0.62972
C -2.38191 -3.77448 0.02623
C -2.12742 -2.64481 0.75364
C -1.80028 -2.74705 2.12541
N -1.54496 -1.61167 2.81529
H -0.28481 3.12838 6.27323
H -0.53053 1.14742 7.73901
H -1.01149 -1.04848 6.76298
H -0.53832 2.89749 3.83157
H -0.95837 -2.91780 5.83829
H -1.36234 -5.01569 4.62084
H -1.97806 -6.14890 2.42787
H -2.53746 -5.93421 0.04311
H -2.62445 -3.69052 -1.02580
H -2.17031 -1.65494 0.31065
O -4.65888 2.49168 1.59939
N -3.48658 2.20019 1.78379
O -2.59436 3.05008 1.83256
O -3.19583 0.94672 1.97299
N 8.23903 1.86911 -3.07601
C 7.33863 1.67136 -2.38886
C 6.22642 1.40922 -1.52734
C 6.40917 0.64903 -0.37217
C 5.34166 0.36042 0.45255
C 4.06374 0.81623 0.13541
C 3.88728 1.61132 -0.99411
C 4.95544 1.90709 -1.81296
N 2.96191 0.47577 0.94198
C 2.94173 -0.47926 1.94520
C 1.68465 -0.46893 2.45175
N 0.93126 0.46288 1.77866
C 1.71026 1.01076 0.88562
H 7.39871 0.29047 -0.12320
H 5.51553 -0.21156 1.35208
H 2.91054 2.00064 -1.23976
H 4.81302 2.52674 -2.68820
H 3.79174 -1.08142 2.20268
H 1.27776 -1.07219 3.24410
H 1.38846 1.76633 0.18877
O -1.22915 0.77198 -0.21280
Si -1.01619 0.70260 -1.76348
C -2.66084 0.64933 -2.69806
C -3.83596 0.33756 -2.01353
C -5.05967 0.29549 -2.66895
C -5.13009 0.56284 -4.02949
C -3.97402 0.89145 -4.72583
C -2.75631 0.94025 -4.06124
C -0.00368 -0.84259 -2.23400
C 0.18171 -1.30065 -3.54120
C 0.86348 -2.48056 -3.80689
C 1.37928 -3.23715 -2.76203
C 1.20791 -2.80317 -1.45489
C 0.52573 -1.61958 -1.20077
C -0.13069 2.21044 -2.51686
C 1.10369 2.13500 -3.16433
C 1.71027 3.26277 -3.70886
C 1.08311 4.49650 -3.61809
C -0.15503 4.59238 -2.99308
C -0.75035 3.46231 -2.45300
H -3.78881 0.14687 -0.94574
H -5.96132 0.06050 -2.11626
H -6.08309 0.52858 -4.54402
H -4.02535 1.11603 -5.78518
H -1.86466 1.22619 -4.61187
H -0.22310 -0.72930 -4.37105
H 0.98715 -2.82083 -4.82861
H 1.89823 -4.16604 -2.96677
H 1.59088 -3.39486 -0.63092
H 0.37688 -1.29972 -0.17575
H 1.59116 1.16898 -3.26237
H 2.66610 3.18239 -4.21577
H 1.55826 5.37676 -4.03407
H -0.65362 5.55190 -2.92807
H -1.71772 3.55011 -1.96933
*
```

Now the Löwdin charges, all in e: 0.93 -0.10 -0.12 -0.06 -0.19 -0.20 -0.10 -0.24 -0.01 -0.02 -0.16 -0.05 -0.09 -0.07 0.00 -0.19 0.13 0.09 0.09 0.09 0.09 0.10 0.11 0.10 0.10 0.11 0.10 -0.01 -0.58 -0.04 -0.17 0.15 -0.19 -0.23 -0.02 0.00 -0.16 0.02 -0.01 0.00 -0.03 -0.08 -0.04 -0.09 0.12 0.10 0.09 0.12 0.11 0.11 0.14 -0.40 0.40 -0.21 -0.08 -0.09 -0.11 -0.11 -0.11 -0.21 -0.10 -0.10 -0.11 -0.09 -0.10 -0.22 -0.12 -0.11 -0.11 -0.09 -0.08 0.10 0.10 0.09 0.09 0.09 0.10 0.09 0.09 0.10 0.07 0.09 0.09 0.09 0.10 0.11

Entry from OMol25: C43H33BrCoF4NP3 as an isolated structure (ωB97M-V/def2-TZVPD).

max |F| = 0.4 eV/Å
relative energy (zero: lowest compared OMol25 entry of this formula, charge and spin) = 4.6 kcal/mol
<S²> = 3.77
E_tot = -7092.962656 Ha
orbital gap (alpha / beta) = 8.1 / 7.6 eV

```
! wB97M-V def2-TZVPD RIJCOSX def2/J DEFGRID3
* xyz 2 4
Co -0.31890 1.03321 0.37335
F 3.80972 6.83059 0.20336
C 3.43245 5.57567 0.15508
C 4.37000 4.56766 -0.00005
F 5.64780 4.85971 -0.10319
C 3.94360 3.24612 -0.04832
F 4.86282 2.30141 -0.21167
C 2.60622 2.88972 0.05948
P 2.08906 1.14817 0.00032
C 2.65288 0.55011 -1.60348
C 2.97618 -0.79511 -1.76147
C 3.31790 -1.28177 -3.01292
C 3.33772 -0.43053 -4.10781
C 3.01956 0.91218 -3.95282
C 2.67228 1.40470 -2.70542
C 2.93229 0.23116 1.30011
C 2.23407 0.00739 2.48418
C 2.82675 -0.68968 3.52445
C 4.11763 -1.17501 3.38061
C 4.81761 -0.96231 2.19968
C 4.23192 -0.25943 1.16048
C 1.68773 3.92857 0.20643
Br -0.18757 3.63501 0.34300
C 2.08115 5.25115 0.25565
F 1.19422 6.22381 0.39557
H 2.99998 -1.45280 -0.90246
H 3.58465 -2.32354 -3.13002
H 3.61430 -0.81071 -5.08170
H 3.05623 1.58004 -4.80260
H 2.43511 2.45652 -2.59601
H 1.22264 0.38073 2.61529
H 2.28274 -0.85530 4.44437
H 4.58281 -1.72012 4.19051
H 5.82446 -1.34026 2.08996
H 4.78235 -0.09866 0.24454
C -3.45338 -2.10435 -0.22389
N -2.41105 -1.12301 0.11114
P -2.64627 0.56724 0.13658
C -2.32322 1.07473 1.86033
C -2.66606 2.38797 2.23197
C -2.33802 2.86857 3.48185
C -1.63351 2.06444 4.37751
C -1.26920 0.77968 4.02056
C -1.61753 0.27964 2.76704
C -4.35939 0.93620 -0.22678
C -4.71433 1.24241 -1.54001
C -6.04604 1.45553 -1.85971
C -7.01495 1.36654 -0.87206
C -6.66476 1.06590 0.43903
C -5.33832 0.84948 0.76769
P -0.76810 -1.29802 -0.29334
C -0.63135 -1.63700 -2.04813
C -0.47300 -0.57159 -2.93056
C -0.47036 -0.79539 -4.29782
C -0.62091 -2.08503 -4.78698
C -0.77700 -3.15429 -3.91242
C -0.78586 -2.93339 -2.54592
C -0.17756 -2.75866 0.58531
C -0.79245 -3.18351 1.76590
C -0.26384 -4.24363 2.48527
C 0.87998 -4.88750 2.03568
C 1.48115 -4.48835 0.85076
C 0.95300 -3.43408 0.12438
H -4.31750 -1.96088 0.42188
H -3.05681 -3.10381 -0.05037
H -3.76184 -2.02016 -1.26709
H -3.21856 3.01781 1.54230
H -2.63054 3.86890 3.77027
H -1.37991 2.44736 5.35657
H -0.73493 0.14949 4.71878
H -1.36500 -0.73993 2.50977
H -3.95369 1.31522 -2.30837
H -6.32483 1.69555 -2.87618
H -8.05357 1.53644 -1.12189
H -7.42697 1.00169 1.20313
H -5.06385 0.62038 1.79002
H -0.34629 0.44050 -2.55879
H -0.34314 0.03545 -4.97843
H -0.61571 -2.26024 -5.85430
H -0.89466 -4.15797 -4.29669
H -0.89831 -3.77103 -1.86820
H -1.70549 -2.71538 2.10766
H -0.75384 -4.57641 3.39010
H 1.28963 -5.71623 2.59662
H 2.35415 -5.01049 0.48342
H 1.40359 -3.15522 -0.82005
*
```

Now the Löwdin charges, all in e: 0.24 0.19 -0.12 -0.12 0.18 -0.20 0.13 -0.30 1.05 -0.37 -0.10 -0.05 -0.05 -0.05 -0.08 -0.36 -0.10 -0.06 -0.04 -0.04 -0.08 -0.52 0.99 -0.25 0.11 0.09 0.12 0.12 0.12 0.11 0.07 0.11 0.12 0.12 0.11 -0.09 -0.47 0.94 -0.42 -0.14 -0.05 -0.03 -0.05 -0.11 -0.37 -0.08 -0.05 -0.04 -0.05 -0.08 0.95 -0.36 -0.11 -0.06 -0.04 -0.05 -0.08 -0.35 -0.10 -0.05 -0.05 -0.05 -0.10 0.09 0.08 0.09 0.12 0.12 0.12 0.12 0.07 0.11 0.12 0.12 0.12 0.11 0.08 0.12 0.12 0.12 0.11 0.09 0.12 0.12 0.12 0.09

Entry from OMol25: C43H34BrIN6O5ReS2 as an isolated structure (ωB97M-V/def2-TZVPD).

max |F| = 2.8 eV/Å
relative energy (zero: lowest compared OMol25 entry of this formula, charge and spin) = 102.1 kcal/mol
<S²> = 3.83
E_tot = -6109.614419 Ha
orbital gap (alpha / beta) = 5.9 / 5.3 eV

```
! wB97M-V def2-TZVPD RIJCOSX def2/J DEFGRID3
* xyz 2 4
Re 0.88221 -0.18039 -0.02975
C 2.70612 -4.49221 0.59335
C 1.25694 -4.39328 0.23167
N 0.47997 -5.43685 0.37728
C -0.81303 -5.41246 0.02713
C -1.38985 -4.32989 -0.59067
C -2.86758 -4.28237 -0.88963
O -3.56219 -3.42967 0.01124
C -0.58427 -3.18743 -0.78176
C -1.03548 -2.06760 -1.54686
N -0.47468 -0.91682 -1.47027
C -0.86015 0.33903 -2.09242
C -2.36283 0.60316 -2.18040
C -2.67134 1.38432 -3.21992
C -0.89656 2.20272 -5.27813
C 0.60753 1.95885 -5.10157
C 0.85430 1.15517 -4.07082
I 2.67280 0.46969 -3.30219
C 0.73283 -3.15942 -0.26750
O 1.48888 -2.08185 -0.26330
H 2.84264 -5.22149 1.38835
H 3.10344 -3.52226 0.88375
H 3.27350 -4.83894 -0.27392
H -1.38500 -6.30170 0.26206
H -3.30105 -5.26952 -0.74883
H -3.04339 -3.98923 -1.93365
H -3.16557 -2.55356 0.04133
H -1.85706 -2.21800 -2.24760
H -3.04181 0.20047 -1.43875
H -3.66107 1.72368 -3.49590
H -1.07764 3.25251 -5.52198
H 1.33704 2.38892 -5.77382
S 1.72199 4.82414 5.06788
C 2.49939 4.16840 6.42815
C 2.82522 2.85339 6.25759
C 2.43513 2.36573 4.99772
C 1.81493 3.31677 4.21552
C 1.28971 3.17532 2.87420
C 1.30133 1.90512 2.25671
N 0.86066 1.70357 1.02828
C 0.35890 2.76072 0.34158
C 0.26982 4.04975 0.86450
C -0.35961 5.05054 0.02943
C -0.84528 4.75045 -1.18909
C -0.78205 3.41283 -1.76127
C -1.23479 3.16117 -3.02203
C -1.36729 1.88094 -3.82794
C -0.45867 0.68158 -3.51571
N -0.09964 1.13155 -1.14346
C -0.18769 2.41953 -0.91992
C -1.50767 1.36364 -6.36134
C -1.13700 0.14147 -6.84164
C -1.97374 -0.31743 -7.89129
C -2.96087 0.56801 -8.19489
S -2.87958 1.96969 -7.22680
C 0.75772 4.24832 2.15425
H 2.68020 4.79202 7.28968
H 3.32381 2.26377 7.01193
H 2.60485 1.34428 4.68588
H 1.66368 1.04271 2.79642
H -0.44656 6.05592 0.42034
H -1.31485 5.52153 -1.78672
H -1.68403 4.00795 -3.53631
H -0.82198 -0.14289 -4.13982
H -0.28697 -0.41644 -6.46955
H -1.83508 -1.25250 -8.41319
H -3.72831 0.48099 -8.94744
H 0.71348 5.23054 2.60735
C 5.66646 0.22427 0.97793
N 4.83867 -0.53336 1.90807
C 3.51535 -0.65644 1.78341
N 2.84987 -1.37910 2.70086
O 2.93456 -0.05312 0.83387
H 6.66597 0.29832 1.39400
H 5.26176 1.22530 0.84066
H 5.72035 -0.26527 0.00564
H 5.30668 -1.04196 2.63802
H 3.33201 -1.91722 3.39962
H 1.84561 -1.50576 2.60745
Br -4.41157 -2.64132 6.80022
C -3.40798 -2.17815 5.26352
C -3.83972 -1.13334 4.45863
C -3.07238 -0.75998 3.37021
C -1.87720 -1.41839 3.09623
C -1.47597 -2.48924 3.89017
C -2.24644 -2.87968 4.97013
C -1.02988 -0.95030 1.97072
O -1.51659 -0.30616 1.01627
O 0.22317 -1.22117 1.99962
H -4.76472 -0.62112 4.68266
H -3.39159 0.04548 2.72206
H -0.57081 -3.03122 3.64815
H -1.95242 -3.71767 5.58633
*
```

Now the Löwdin charges, all in e: 1.84 0.00 -0.24 0.15 -0.05 -0.12 -0.19 -0.03 -0.08 0.00 -0.01 -0.41 0.05 0.07 -0.23 -0.05 -0.67 0.98 -0.24 -0.22 0.09 0.05 0.10 0.13 0.13 0.12 0.06 0.16 0.13 0.14 0.14 0.13 1.10 -0.37 -0.15 -0.10 -0.48 -0.15 0.00 0.00 -0.13 -0.10 0.01 0.01 -0.09 0.13 -0.31 -0.22 -0.04 -0.11 -0.50 -0.12 -0.16 -0.39 1.06 0.07 0.08 0.12 0.11 0.11 0.13 0.13 0.15 0.16 0.12 0.11 0.08 0.12 -0.03 0.05 -0.56 0.21 -0.14 0.10 0.09 0.09 0.15 0.13 0.06 0.79 -0.67 -0.10 -0.01 -0.15 -0.01 -0.10 -0.57 -0.02 -0.13 0.11 0.12 0.12 0.11